This record from the OMol25 dataset describes a structure of composition C19H38BeFO16 at a distorted geometry. The level of theory is ωB97M-V with the def2-TZVPD basis set.

Properties
total charge = +2
spin multiplicity = 2
frontier orbital gap (spin up / spin down) = 4.9449 / 2.4114 eV
HOMO level (spin up / spin down) = -14.69 / -14.69 eV

CARTESIAN COORDINATES (ANGSTROEM)
Be1 24.34258 -3.84617 16.66357
F1 22.22165 -2.67198 16.20718
C1 22.70977 -8.29812 15.99223
C2 21.79908 -7.15172 15.66946
C3 22.07968 -6.25563 16.83485
O1 23.51591 -6.36012 16.99750
C4 23.90773 -7.68247 16.76001
H1 23.02815 -8.79234 15.07437
H2 22.38093 -9.07942 16.67745
H3 20.75312 -7.45841 15.66717
H4 22.09014 -6.73079 14.70707
H5 21.59437 -6.65438 17.72568
H6 21.71135 -5.23115 16.88844
H7 24.09081 -8.15164 17.72668
H8 24.83344 -7.70048 16.18481
C5 22.75878 0.29093 17.92004
O2 24.07822 0.65306 17.52796
C6 24.98120 -0.31272 17.37577
O3 24.76735 -1.51970 17.56035
O4 26.22478 0.22155 17.13418
C7 27.35576 -0.61916 17.05489
H9 22.22885 -0.25380 17.13866
H10 22.14440 1.19069 17.88712
H11 22.75079 -0.22973 18.87761
H12 27.81173 -0.58262 16.06552
H13 27.19294 -1.68668 17.20323
H14 28.11675 -0.29561 17.76504
C8 22.28473 -4.05382 12.83102
O5 23.34364 -4.84249 12.31945
C9 24.35972 -5.13692 13.12137
O6 24.46664 -4.89805 14.31837
O7 25.25011 -5.84359 12.34837
C10 26.43882 -6.19148 12.95805
H15 22.50080 -2.98823 12.75400
H16 22.11199 -4.32442 13.87267
H17 21.35759 -4.22883 12.28522
H18 26.92115 -5.35039 13.45606
H19 26.99695 -6.55370 12.09469
H20 26.18909 -7.01917 13.62189
C11 20.44989 -3.06567 19.04416
O8 21.05236 -4.00333 19.94900
C12 22.22371 -4.55700 19.76510
O9 23.06107 -4.26398 18.87584
O10 22.29778 -5.49673 20.73459
C13 23.36206 -6.47865 20.71319
H21 20.39267 -3.23936 17.96961
H22 21.01206 -2.13473 19.11774
H23 19.43978 -2.74313 19.29662
H24 24.02558 -6.29533 19.86807
H25 23.00017 -7.46386 20.41908
H26 23.89384 -6.64004 21.65088
C14 27.21987 -2.25667 12.79305
O11 26.19171 -1.25159 12.78894
C15 25.06490 -1.44575 13.53788
O12 24.96926 -2.18478 14.55222
O13 24.11860 -0.54667 13.07998
C16 22.92025 -0.40428 13.83613
H27 27.66055 -2.40309 13.77918
H28 27.94896 -2.07697 12.00296
H29 26.74261 -3.21390 12.58320
H30 22.60509 0.63887 13.81153
H31 22.99021 -0.79390 14.85172
H32 22.21987 -1.10660 13.38412
C17 16.40627 -1.66903 11.75438
O14 16.56693 -1.89994 13.12642
C18 17.70919 -2.46737 13.62194
O15 18.66694 -2.98581 12.95487
O16 17.60455 -2.38712 15.00575
C19 18.52887 -3.02793 15.80110
H33 15.64941 -0.89290 11.64083
H34 16.15848 -2.55807 11.17446
H35 17.28673 -1.21206 11.30264
H36 18.49658 -4.09628 15.58738
H37 18.32594 -2.85338 16.85772
H38 19.56269 -2.70573 15.67660

This record from the OMol25 dataset describes a structure of composition C19H38Cl8F6O15P at a distorted geometry. The level of theory is ωB97M-V with the def2-TZVPD basis set.

Properties
total charge = -1
ΔE to the lowest compared entry with this formula, charge and spin = 110.1 kcal per mole
frontier orbital gap = 10.6208 eV
HOMO level = -8.80 eV

CARTESIAN COORDINATES (ANGSTROEM)
P1 -1.18002 -1.03818 1.42841
F1 -0.45301 -2.41182 1.89433
F2 0.33830 -0.35788 1.49752
F3 -1.08251 -1.42589 -0.14171
F4 -1.92964 0.27607 0.90918
F5 -2.66140 -1.75408 1.46187
F6 -1.40265 -0.59865 2.99558
C1 -6.00999 5.90967 -2.44996
O1 -7.22981 5.81733 -1.72112
C2 -7.59879 4.62314 -1.20033
O2 -8.68952 4.48317 -0.63081
O3 -6.65253 3.60668 -1.34739
C3 -6.99080 2.24951 -0.98940
H1 -5.65098 6.93538 -2.36556
H2 -6.21658 5.77297 -3.51143
H3 -5.27216 5.12137 -2.30066
H4 -7.11940 2.23163 0.09284
H5 -6.14599 1.62966 -1.28971
H6 -7.90965 1.94252 -1.48897
C4 3.69554 3.29099 -9.58090
O4 3.88339 2.42420 -8.43368
C5 3.18653 2.56993 -7.37347
O5 2.26923 3.42926 -7.15592
O6 3.66438 1.63732 -6.56053
C6 2.97207 1.28336 -5.31899
H7 3.49433 2.66942 -10.45340
H8 4.54358 3.96147 -9.72022
H9 2.87160 3.99578 -9.46910
H10 2.76759 2.13928 -4.67579
H11 3.74763 0.74083 -4.77836
H12 2.21100 0.50527 -5.37766
C7 -5.36660 -2.71625 8.43448
O7 -5.55212 -3.86143 9.26068
C8 -6.51060 -3.95527 10.18777
O8 -7.46051 -3.11776 10.33538
O9 -6.33305 -5.15502 10.88930
C9 -5.39339 -6.20584 10.68876
H13 -6.22163 -2.04407 8.50661
H14 -5.05797 -2.91499 7.40815
H15 -4.47004 -2.16837 8.72448
H16 -5.10616 -6.58982 11.66762
H17 -4.49625 -6.01178 10.10089
H18 -5.95507 -6.78807 9.95827
C10 2.00533 -6.62233 -10.17870
O10 1.53035 -6.89721 -8.82272
C11 1.86508 -6.30100 -7.75499
O11 2.66845 -5.37229 -7.62624
O12 1.08509 -6.79466 -6.79568
C12 1.08429 -6.14959 -5.47732
H19 2.95164 -6.08420 -10.12394
H20 1.34207 -5.85771 -10.58311
H21 1.88666 -7.43832 -10.89157
H22 2.11384 -5.99527 -5.15436
H23 0.56198 -6.85452 -4.83050
H24 0.53907 -5.20933 -5.39515
C13 5.71574 6.56331 0.66583
O13 6.46259 6.90405 1.88064
C14 7.20641 8.07287 1.99745
O14 7.34841 8.86076 1.12349
O15 7.62459 8.10872 3.24344
C15 8.60309 9.14158 3.56091
H25 5.07510 7.40719 0.40980
H26 5.07519 5.72326 0.93437
H27 6.30086 6.17503 -0.16782
H28 8.00418 10.04532 3.67348
H29 9.34167 9.23689 2.76497
H30 9.21896 8.93525 4.43625
C16 0.41196 4.21322 5.78137
Cl1 1.02419 4.18822 7.40508
Cl2 1.08846 5.64433 5.08606
H31 0.66053 3.32165 5.20568
H32 -0.67308 4.30817 5.82350
C17 5.39956 -4.21371 -0.15126
Cl3 5.32947 -5.90729 0.43496
Cl4 6.45712 -4.09560 -1.66274
H33 4.42406 -3.85984 -0.48484
H34 5.80017 -3.52982 0.59701
C18 -5.26879 -4.86491 -2.91729
Cl5 -6.87272 -4.17151 -3.23638
Cl6 -4.94757 -6.50013 -3.60327
H35 -4.49983 -4.14013 -3.18468
H36 -5.23948 -5.08273 -1.84968
C19 1.88548 -3.01262 7.44222
Cl7 1.40043 -2.53762 9.11603
Cl8 3.65572 -3.27375 7.15837
H37 1.28918 -3.91986 7.34494
H38 1.53818 -2.29480 6.69911

This record from the OMol25 dataset describes an isolated molecule of C19H38O. The level of theory is ωB97M-V with the def2-TZVPD basis set.

Properties
ΔE to the lowest compared entry with this formula, charge and spin = 2.6 kcal per mole
frontier orbital gap = 9.9771 eV
HOMO level = -9.10 eV
SMILES string = C/C(=C\CO)CC[C@@H](C)CCC[C@@H](C)CCCC(C)C

CARTESIAN COORDINATES (ANGSTROEM)
C1 -5.86813 0.36251 -1.23267
C2 -5.41894 -0.43041 -0.04098
C3 -5.67808 -1.72823 0.08441
C4 -6.47063 -2.53574 -0.90924
O1 -7.82802 -2.13317 -0.99788
C5 -4.62315 0.31197 0.99480
C6 -3.24594 0.71096 0.45188
C7 -2.42131 1.52386 1.45658
C8 -1.92919 0.65705 2.61436
C9 -1.25836 2.25308 0.76607
C10 -0.20836 1.34429 0.12983
C11 0.87692 2.16432 -0.56584
C12 1.98501 1.30816 -1.19575
C13 2.72901 2.12611 -2.25056
C14 2.95016 0.78901 -0.12324
C15 3.85137 -0.34566 -0.60694
C16 4.75995 -0.85013 0.51252
C17 5.60970 -2.06451 0.12236
C18 6.30705 -2.62857 1.35954
C19 6.64812 -1.71333 -0.94054
H1 -5.14664 0.25901 -2.04368
H2 -5.95166 1.41786 -0.98440
H3 -6.82934 0.00605 -1.59154
H4 -5.33681 -2.26151 0.96141
H5 -6.41632 -3.60177 -0.64780
H6 -6.07181 -2.40931 -1.91974
H7 -8.20249 -2.13635 -0.11028
H8 -5.16410 1.21554 1.28971
H9 -4.50007 -0.31427 1.87914
H10 -3.38447 1.30795 -0.45141
H11 -2.70512 -0.19593 0.17582
H12 -3.07384 2.30201 1.87271
H13 -1.40000 -0.21796 2.24538
H14 -1.25678 1.22531 3.25342
H15 -2.76335 0.31720 3.22288
H16 -1.66965 2.90834 -0.00658
H17 -0.76487 2.89231 1.50305
H18 -0.68103 0.69011 -0.60460
H19 0.24154 0.71676 0.89894
H20 1.32585 2.85771 0.14952
H21 0.40508 2.76318 -1.34874
H22 1.51751 0.44871 -1.68997
H23 3.51138 1.53830 -2.72290
H24 3.18431 3.00339 -1.79531
H25 2.04410 2.45990 -3.02712
H26 2.37488 0.42685 0.73110
H27 3.56993 1.61796 0.22736
H28 3.23014 -1.17002 -0.96626
H29 4.46057 0.00180 -1.44097
H30 4.13717 -1.12393 1.36840
H31 5.42030 -0.04079 0.83360
H32 4.94439 -2.83617 -0.28221
H33 6.97111 -1.88261 1.79156
H34 5.57958 -2.91806 2.11474
H35 6.89819 -3.50425 1.10081
H36 7.26994 -2.57846 -1.16070
H37 6.17310 -1.39667 -1.86513
H38 7.29215 -0.90975 -0.58893

This record from the OMol25 dataset describes a structure of composition C19H39BN4NbO4 at a distorted geometry. The level of theory is ωB97M-V with the def2-TZVPD basis set.

Properties
total charge = -1
ΔE to the lowest compared entry with this formula, charge and spin = 0.0 kcal per mole
frontier orbital gap = 6.3214 eV
HOMO level = -4.38 eV

CARTESIAN COORDINATES (ANGSTROEM)
C1 1.64149 -0.22472 0.12342
O1 1.36188 1.15434 0.25151
B1 0.17230 1.67416 -0.18755
O2 0.01357 2.97996 0.23568
Nb1 -1.58565 0.74114 -1.51014
C2 -3.29919 1.38092 -0.08481
C3 -4.11687 0.22059 0.23871
O3 -5.13153 -0.13784 -0.32933
O4 -3.62378 -0.53420 1.30376
H1 2.57780 -0.39839 0.66075
H2 0.88076 -0.84689 0.58839
H3 1.81890 -0.55606 -0.89482
H4 -0.90676 3.25156 0.13705
H5 -1.53664 -0.79873 -0.47985
H6 -2.79567 -0.13309 -2.62652
H7 -1.60502 2.33663 -2.45039
H8 -0.32298 0.00100 -2.60884
H9 -2.84816 1.73213 0.84438
H10 -3.91042 2.13683 -0.56406
H11 -3.38245 -1.39685 0.94585
C4 5.43350 -4.71008 -1.94654
C5 5.52210 -3.82653 -0.70724
C6 4.17985 -3.66346 0.01542
C7 3.18982 -3.04017 -0.85563
N1 2.42363 -2.54616 -1.55776
H12 4.75837 -4.28179 -2.68922
H13 6.40559 -4.81939 -2.41518
H14 5.07088 -5.70758 -1.69205
H15 5.89463 -2.83913 -0.98776
H16 6.24492 -4.25403 -0.00896
H17 4.29375 -3.03786 0.90173
H18 3.79730 -4.63359 0.33702
C8 -4.36596 4.90188 3.08019
C9 -5.44469 5.35104 2.10740
C10 -5.44262 4.52417 0.81903
C11 -4.17313 4.63317 0.11435
N2 -3.16673 4.71832 -0.43529
H19 -3.36818 5.03124 2.65773
H20 -4.41355 5.48333 4.00227
H21 -4.49356 3.85028 3.33436
H22 -5.30275 6.40657 1.86525
H23 -6.42312 5.25747 2.57843
H24 -6.23475 4.85482 0.14676
H25 -5.61272 3.46773 1.04095
C12 -5.12074 0.65095 4.38237
C13 -4.67722 1.45870 5.59650
C14 -5.85039 1.98674 6.43346
C15 -6.70722 2.88124 5.66159
N3 -7.37553 3.58573 5.04398
H26 -5.70532 1.25544 3.68653
H27 -4.25828 0.27575 3.83302
H28 -5.72903 -0.20445 4.68219
H29 -4.06249 2.29812 5.27452
H30 -4.05120 0.83492 6.23676
H31 -5.48582 2.54021 7.29994
H32 -6.46144 1.15886 6.79700
C16 6.98793 -3.38471 -6.90394
C17 7.60316 -2.75732 -5.65945
C18 8.60310 -3.68498 -4.95608
C19 7.96136 -4.91826 -4.51576
N4 7.40644 -5.86451 -4.16782
H33 6.41475 -4.27819 -6.65492
H34 6.30910 -2.68414 -7.38816
H35 7.75780 -3.66295 -7.62655
H36 6.81159 -2.48382 -4.96040
H37 8.12100 -1.83639 -5.93125
H38 9.02951 -3.19352 -4.08075
H39 9.42344 -3.94540 -5.62712

Electronic energy for the records above, in order: -2064.34688, -6497.63027, -821.98271, -1349.01188 a.u.